[1]
C28H52P2Tc | ωB97M-V/def2-TZVPD

Summary:
multiplicity	4
calculated total energy	-50640.56806	eV
net charge	+2
ΔE to the lowest compared entry with this formula, charge and spin	0.0	kJ/mol

Structure (XYZ):
```
83
Properties=species:S:1:pos:R:3:forces:R:3
Tc 0.104 -0.120 1.515 -0.7 1.1 3.8
C -0.587 -2.087 2.428 0.7 -0.4 0.3
C 0.773 -2.156 1.952 0.0 -0.6 0.6
C 0.699 -0.708 3.771 -0.1 -0.4 -0.4
C -0.603 -1.274 3.609 0.7 0.0 -0.5
C 1.569 -1.291 2.788 -0.3 -0.5 0.2
C -1.733 -2.901 1.934 -0.4 -0.1 -0.1
H -1.501 -3.382 0.982 -0.1 0.0 0.2
H -2.627 -2.281 1.796 0.1 -0.2 0.0
H -1.990 -3.687 2.655 0.1 0.1 -0.1
C -1.691 -1.251 4.614 -0.6 0.4 0.1
H -2.644 -1.563 4.174 0.2 0.1 0.2
H -1.817 -0.258 5.054 0.0 -0.3 0.0
H -1.472 -1.940 5.446 0.1 0.1 -0.4
C 1.146 0.167 4.885 0.0 0.4 0.2
H 1.213 -0.400 5.823 0.0 0.0 -0.2
H 0.452 0.997 5.051 0.2 -0.3 0.0
H 2.133 0.596 4.686 -0.1 -0.1 0.1
C 3.060 -1.274 2.880 0.3 0.2 -0.1
H 3.400 -1.854 3.753 -0.2 0.1 -0.3
H 3.439 -0.254 3.006 0.1 -0.3 0.0
H 3.520 -1.718 1.993 0.0 0.0 0.2
C 1.308 -3.135 0.963 0.1 -0.2 -0.2
H 1.703 -4.025 1.471 -0.1 0.2 0.0
H 2.129 -2.704 0.383 -0.1 -0.2 0.1
H 0.529 -3.469 0.276 0.2 0.0 0.1
C -1.680 0.472 -4.619 -0.4 -0.3 -0.2
C -1.575 -0.858 -4.743 -0.8 0.5 -0.5
C -0.768 -1.547 -5.811 0.4 -0.3 0.0
C 0.625 -0.916 -6.093 -0.2 -0.4 -0.4
C 1.339 -0.371 -4.886 0.4 0.4 0.0
C 1.282 0.901 -4.459 0.7 -0.5 -0.7
C 0.379 1.967 -5.015 -0.2 0.1 0.0
C -1.001 1.469 -5.521 0.1 0.5 -0.1
H -1.311 -1.583 -6.774 0.0 0.0 0.5
H 0.522 -0.160 -6.884 0.2 -0.2 0.4
H -0.622 -2.595 -5.513 -0.1 0.2 -0.1
H -0.890 1.090 -6.548 -0.2 0.1 0.5
H -2.408 0.913 -3.920 0.3 -0.4 -0.1
H -2.247 -1.521 -4.181 0.3 0.4 0.0
H -1.649 2.359 -5.594 0.2 -0.3 -0.1
H 0.214 2.710 -4.221 0.0 0.0 -0.2
H 2.037 1.261 -3.747 -0.4 -0.3 0.0
H 0.867 2.511 -5.843 0.0 -0.2 0.3
H 1.250 -1.719 -6.521 -0.2 0.4 0.1
H 2.031 -1.081 -4.413 -0.1 0.4 0.0
P -0.857 -0.259 -0.563 -0.7 0.2 -2.0
P 1.868 0.905 0.420 1.0 1.0 -1.2
C -0.034 0.980 -1.645 -0.2 0.0 -0.2
C 1.096 1.783 -1.009 0.0 0.1 0.3
H -0.813 1.647 -2.038 0.2 -0.2 0.1
H 0.338 0.410 -2.505 -0.1 0.1 0.1
H 1.893 1.978 -1.736 -0.2 0.1 0.1
H 0.728 2.755 -0.659 0.1 -0.2 0.1
C 2.797 2.193 1.286 0.2 0.1 0.2
H 3.310 1.768 2.158 -0.1 0.1 -0.2
H 2.128 2.992 1.628 0.1 -0.2 -0.2
H 3.542 2.614 0.600 -0.1 -0.1 0.2
C 3.114 -0.167 -0.350 0.2 -0.1 0.0
H 3.554 0.364 -1.204 0.0 -0.1 0.2
H 2.672 -1.107 -0.704 0.1 0.3 0.0
H 3.901 -0.392 0.381 -0.2 0.0 -0.3
C -2.617 0.130 -0.646 -0.5 -0.1 0.0
H -3.162 -0.473 0.095 0.1 0.2 -0.3
H -2.992 -0.105 -1.652 0.1 0.1 0.2
H -2.788 1.194 -0.435 0.1 -0.3 -0.1
C -0.686 -1.809 -1.485 0.0 -0.3 0.1
H 0.340 -2.188 -1.422 -0.2 0.1 -0.1
H -0.939 -1.635 -2.539 0.0 0.1 0.3
H -1.375 -2.551 -1.064 0.2 0.1 -0.1
C -2.870 1.493 2.740 -0.2 -0.1 0.0
C -1.638 2.316 3.072 0.1 0.1 -0.2
C -1.463 2.485 4.582 -0.2 0.1 0.1
C -0.357 1.854 2.315 -0.2 0.6 -0.1
H -2.763 0.455 3.085 0.0 0.2 -0.1
H -3.063 1.475 1.663 0.0 0.0 0.2
H -3.750 1.920 3.239 0.1 -0.2 -0.2
H -1.826 3.333 2.685 0.1 -0.2 0.1
H -1.511 1.531 5.120 0.0 0.3 -0.1
H -0.518 2.981 4.823 -0.1 0.0 0.0
H -2.275 3.113 4.978 0.2 -0.2 -0.1
H 0.505 2.290 2.854 -0.1 -0.5 -0.2
H -0.398 2.396 1.349 0.1 -0.2 0.0
```
Positions in Å, forces in eV/Å.

=====

[2]
C28H54AsBaNS2Si3 | ωB97M-V/def2-TZVPD

Summary:
multiplicity	1
calculated total energy	-138244.07853	eV
ΔE to the lowest compared entry with this formula, charge and spin	80.1	kJ/mol

Structure (XYZ):
```
90
Properties=species:S:1:pos:R:3:forces:R:3
Ba -0.122 0.477 -0.356 0.4 -0.2 0.5
C 4.323 0.364 -0.572 0.0 0.0 0.0
C 3.596 0.360 0.757 -0.1 -0.1 -0.1
C 3.092 1.557 1.276 -0.2 0.1 -0.1
C 3.189 2.842 0.480 0.0 0.0 0.0
C 2.477 1.573 2.535 0.0 0.0 0.0
C 1.979 2.885 3.101 0.0 0.0 0.0
C 2.383 0.393 3.280 0.0 0.0 0.0
C 1.664 0.384 4.608 0.0 0.0 0.0
C 2.938 -0.790 2.784 0.0 0.0 0.0
C 2.970 -2.030 3.639 0.0 0.0 0.0
C 3.470 -0.825 1.492 0.1 0.0 0.0
C 3.879 -2.154 0.904 0.0 0.0 0.0
H 3.642 0.375 -1.431 0.0 0.0 0.0
H 4.964 -0.506 -0.678 0.0 0.0 0.0
H 4.958 1.244 -0.663 0.0 0.0 0.0
H 4.046 3.445 0.795 0.0 0.0 0.0
H 2.300 3.460 0.608 0.0 0.0 0.0
H 3.299 2.656 -0.587 0.0 0.0 0.0
H 0.993 3.160 2.712 0.0 0.0 0.0
H 2.657 3.700 2.850 0.0 0.0 0.0
H 1.903 2.850 4.184 0.0 0.0 0.0
H 2.319 0.683 5.432 0.0 0.0 0.0
H 1.274 -0.606 4.832 0.0 0.0 0.0
H 0.814 1.065 4.601 0.0 0.0 0.0
H 2.064 -2.626 3.494 0.0 0.0 0.0
H 3.049 -1.778 4.695 0.0 0.0 0.0
H 3.828 -2.653 3.392 0.0 0.0 0.0
H 4.907 -2.425 1.160 0.0 0.0 0.0
H 3.797 -2.154 -0.182 0.0 0.0 0.0
H 3.223 -2.942 1.271 0.0 0.0 0.0
C -2.335 5.903 -5.141 0.0 0.0 0.0
Si -2.244 5.104 -3.443 0.0 0.0 0.0
C -3.926 4.376 -3.083 0.0 0.0 0.0
C -1.767 6.435 -2.223 0.0 0.0 0.0
C -0.920 3.753 -3.553 0.0 0.0 0.1
C -0.217 3.576 -4.729 0.0 0.0 -0.1
C 0.753 2.579 -4.859 0.0 0.0 -0.1
C 0.964 1.763 -3.780 0.0 0.1 0.1
N 0.318 1.908 -2.613 0.0 0.0 0.1
C -0.599 2.889 -2.468 0.1 0.2 -0.3
S -1.386 3.112 -0.923 0.0 -0.1 0.1
H -3.106 6.677 -5.127 0.0 0.0 0.0
H -2.605 5.189 -5.922 0.0 0.0 0.0
H -1.397 6.386 -5.426 0.0 0.0 0.0
H -4.693 5.151 -3.171 0.0 0.0 0.0
H -3.974 3.950 -2.082 0.0 0.0 0.0
H -4.163 3.590 -3.804 0.0 0.0 0.0
H -2.505 7.240 -2.243 0.0 0.0 0.0
H -0.798 6.865 -2.487 0.0 0.0 0.0
H -1.705 6.045 -1.208 0.0 0.0 0.0
H -0.419 4.220 -5.576 0.0 0.0 0.0
H 1.310 2.442 -5.775 0.0 0.0 0.0
H 1.692 0.958 -3.826 0.0 0.0 0.0
C 1.108 -4.785 -0.562 0.0 0.0 0.0
Si -0.302 -4.461 0.650 0.0 0.0 0.0
C -1.921 -4.852 -0.237 0.0 0.0 0.0
C -0.100 -5.749 2.005 0.0 0.0 0.0
As -0.082 -2.310 1.473 -0.2 0.1 -0.3
Si -2.098 -2.047 2.582 0.1 0.0 0.0
C -3.603 -1.545 1.553 0.0 0.0 0.0
C -1.846 -0.635 3.808 0.0 0.0 0.0
C -2.635 -3.561 3.557 0.0 0.0 0.0
H 0.956 -5.736 -1.080 0.0 0.0 0.0
H 2.055 -4.850 -0.021 0.0 0.0 0.0
H 1.214 -4.002 -1.314 0.0 0.0 0.0
H -2.052 -5.934 -0.332 0.0 0.0 0.0
H -1.936 -4.427 -1.243 0.0 0.0 0.0
H -2.782 -4.458 0.307 0.0 0.0 0.0
H -0.019 -6.751 1.572 0.0 0.0 0.0
H -0.945 -5.746 2.695 0.0 0.0 0.0
H 0.804 -5.551 2.586 0.0 0.0 0.0
H -3.425 -0.646 0.955 0.0 0.0 0.0
H -4.443 -1.330 2.221 0.0 0.0 0.0
H -3.918 -2.341 0.875 0.0 0.0 0.0
H -1.399 0.242 3.331 0.0 0.0 0.0
H -1.173 -0.943 4.611 0.0 0.0 0.0
H -2.794 -0.324 4.257 0.0 0.0 0.0
H -2.923 -4.382 2.897 0.0 0.0 0.0
H -3.495 -3.324 4.190 0.0 0.0 0.0
H -1.824 -3.913 4.197 0.0 0.0 0.0
C -3.099 -1.751 -2.011 0.0 0.0 0.0
S -1.795 -0.816 -2.836 0.0 0.0 0.0
C -0.581 -2.146 -2.990 0.0 0.0 0.0
H -3.422 -2.574 -2.648 0.0 0.0 0.0
H -3.936 -1.075 -1.846 0.0 0.0 0.0
H -2.744 -2.137 -1.058 0.0 0.0 0.0
H -0.278 -2.508 -2.005 0.0 0.0 0.0
H 0.281 -1.755 -3.529 0.0 0.0 0.0
H -1.003 -2.972 -3.561 0.0 0.0 0.0
```
Positions in Å, forces in eV/Å.

=====

[3]
C28H54BrN2O6P2 | ωB97M-V/def2-TZVPD

Summary:
multiplicity	1
calculated total energy	-133778.85929	eV
net charge	+1

Structure (XYZ):
```
93
Properties=species:S:1:pos:R:3:forces:R:3
C 6.841 -3.714 -1.732 -0.5 0.3 -0.7
C 5.903 -4.316 -2.924 -0.1 0.4 1.5
C 4.407 -3.759 -2.704 0.0 -0.4 -0.2
C 3.329 -4.365 -3.741 0.4 -0.9 0.3
C 1.817 -3.837 -3.509 0.8 0.9 0.2
C 1.667 -2.867 -2.208 -1.1 -0.9 -0.8
C 0.084 -2.633 -2.000 0.5 0.2 2.0
C -0.088 -2.021 -0.502 0.7 -0.2 0.5
C -0.244 -3.166 0.627 -1.2 -0.1 -1.1
C -1.793 -3.684 0.569 0.7 -0.1 0.3
C -2.279 -4.204 2.006 0.4 -0.7 0.0
C -3.763 -4.814 2.028 -0.9 1.1 -0.9
C -4.857 -3.657 1.664 0.9 -0.7 -0.3
C -4.757 -2.451 2.731 -1.8 0.2 -0.9
C -4.657 -1.079 1.903 0.5 0.7 0.4
C -3.729 0.056 2.614 -2.2 -0.4 0.5
N -3.090 0.846 1.519 1.3 2.2 -2.7
C -4.006 1.496 0.582 2.3 1.2 -1.6
C -3.548 2.319 -0.640 2.4 -1.9 2.8
C -2.021 2.446 -0.884 -0.6 -1.9 3.0
C -1.418 3.237 -2.141 -0.2 2.1 -1.3
O -1.859 4.335 -2.535 1.3 -4.4 1.7
O -0.326 2.571 -2.793 -3.2 0.4 1.1
C -0.487 2.604 -4.241 1.0 0.2 -2.2
C 0.070 1.270 -4.972 1.4 1.2 0.8
C 1.387 0.691 -4.261 -0.2 -0.7 0.1
Br -1.311 -0.164 -5.089 0.6 0.9 0.1
C -1.064 1.766 0.153 -4.0 0.0 -0.3
C -1.659 0.955 1.362 -1.3 1.2 -3.4
P -0.393 0.178 2.527 2.5 3.2 1.9
N 0.419 1.375 3.264 -1.7 -0.9 -1.7
H 6.807 -2.562 -1.830 0.3 -1.8 0.2
H 6.394 -3.970 -0.702 0.8 0.2 -1.6
H 7.928 -4.082 -1.837 -1.8 0.6 0.3
H 5.856 -5.452 -2.782 0.2 1.5 -0.6
H 6.367 -4.018 -3.922 -0.8 -0.6 1.2
H 4.102 -4.098 -1.640 0.5 0.7 -1.7
H 4.380 -2.607 -2.727 0.2 -1.7 0.0
H 3.342 -5.511 -3.571 0.0 1.8 -0.3
H 3.688 -4.232 -4.833 -0.7 0.0 1.8
H 1.532 -3.183 -4.414 0.1 -1.1 1.3
H 1.078 -4.714 -3.409 1.2 1.4 -0.2
H 2.202 -1.870 -2.373 -0.8 -1.4 0.2
H 2.103 -3.362 -1.262 -0.7 0.8 -1.5
H -0.442 -3.660 -1.977 0.7 1.7 -0.5
H -0.383 -1.898 -2.737 0.7 -1.3 0.7
H -0.955 -1.278 -0.410 1.0 -1.0 -0.2
H 0.876 -1.452 -0.263 -1.2 -0.5 -0.4
H -0.040 -2.784 1.692 -0.1 -0.6 -1.6
H 0.466 -4.030 0.343 -1.0 1.4 0.8
H -2.389 -2.791 0.159 0.5 -1.4 0.8
H -1.895 -4.537 -0.188 0.1 1.2 1.0
H -2.102 -3.363 2.774 -0.5 -1.2 -1.0
H -1.572 -5.062 2.331 -1.0 1.4 -0.6
H -3.863 -5.586 1.171 0.3 0.9 1.7
H -4.086 -5.238 3.040 0.8 0.3 -1.4
H -5.925 -4.091 1.568 1.8 0.7 0.5
H -4.579 -3.327 0.588 -0.5 -0.2 1.8
H -3.953 -2.587 3.528 -0.9 0.2 -1.4
H -5.768 -2.435 3.289 1.7 0.0 -0.7
H -4.226 -1.229 0.853 -0.5 -0.1 1.5
H -5.690 -0.583 1.755 1.5 -1.1 0.2
H -3.010 -0.358 3.392 -0.7 0.6 -1.5
H -4.471 0.749 3.167 1.6 -0.9 -0.8
H -5.136 1.383 0.769 2.2 0.1 -0.1
H -4.351 2.788 -1.291 1.4 -0.7 0.9
H 0.193 3.461 -4.621 -1.3 -1.3 0.5
H -1.566 2.778 -4.584 1.6 -0.1 0.8
H 0.387 1.612 -6.029 -1.0 -0.8 1.6
H 1.514 -0.404 -4.579 -0.1 1.6 0.3
H 2.315 1.263 -4.602 -1.3 -0.6 0.6
H 1.323 0.673 -3.108 0.0 0.2 -1.9
H 0.049 1.885 -0.043 -1.6 -0.5 0.6
H 0.588 -0.567 1.790 -1.3 -0.3 0.0
H -0.943 -0.630 3.571 -0.3 -0.4 -1.1
H 0.051 2.293 2.968 0.4 -0.3 0.6
C 0.375 8.348 4.953 -0.1 -0.2 0.7
O 0.252 7.899 3.610 -0.3 -0.1 -4.0
P 0.623 6.254 3.276 1.4 -1.3 9.9
O -0.073 5.740 4.528 -0.3 0.1 -1.8
O 2.218 6.536 3.581 -0.3 -0.3 -1.4
C 2.896 7.457 2.727 0.3 0.4 0.0
O 0.993 4.641 2.799 -1.3 1.9 -2.7
C 1.729 4.496 1.587 0.4 -0.2 -0.2
H 0.475 9.436 4.936 0.0 -0.1 -0.4
H -0.526 8.093 5.513 0.2 -0.1 0.0
H 1.255 7.926 5.442 -0.1 -0.1 0.0
H 3.055 8.394 3.263 -0.1 0.0 -0.1
H 2.328 7.655 1.814 0.2 0.2 0.0
H 3.866 7.036 2.455 -0.1 0.0 0.0
H 2.798 4.594 1.792 0.0 0.0 -0.1
H 1.423 5.245 0.852 0.2 -0.2 -0.2
H 1.541 3.502 1.180 0.0 0.0 0.1
```
Positions in Å, forces in eV/Å.

=====

- Look up the multiplicity of the third one.
  1

=====

- What is the multiplicity in the third record?
  1